{"formula": "C29H39N3OP2Ti", "method": "wB97M-V/def2-TZVPD", "max_force_ev_per_a": 2.32, "charge": 2, "lumo_energy_ev": -6.9, "e_tot_ha": -2899.6118, "orbital_gap_ev": 6.34, "symbols": ["H", "H", "N", "H", "C", "H", "N", "H", "C", "H", "C", "C", "P", "C", "H", "C", "H", "P", "H", "H", "N", "C", "H", "H", "H", "H", "C", "H", "H", "H", "H", "H", "H", "C", "O", "H", "C", "H", "C", "H", "C", "C", "H", "H", "H", "C", "H", "H", "H", "H", "H", "H", "C", "H", "C", "C", "H", "C", "C", "H", "H", "C", "H", "C", "C", "H", "C", "C", "C", "C", "C", "Ti", "H", "C", "C"], "positions_angstrom": [[1.22450, 3.82876, -0.67319], [-5.72743, 0.95462, -4.08565], [4.15197, -4.17027, 0.71588], [3.60397, -7.47737, -0.05026], [1.38527, 3.29733, -1.62108], [4.50373, -3.03197, 2.46824], [1.40005, -0.11348, 0.31079], [6.89302, -3.40747, 2.62839], [-2.87326, 2.82071, -4.17168], [-2.52443, 3.62664, 1.73760], [-5.94475, 0.30785, 0.89587], [-3.74694, 1.83329, 1.76368], [-1.01909, 1.74658, 1.95841], [-1.13526, 0.36275, 3.15302], [5.30733, -5.86024, 0.63576], [-5.21661, 0.62750, -1.44537], [2.19133, 1.77601, 0.73750], [-0.02575, 2.20737, -1.96182], [4.77409, -4.79799, 2.59221], [1.49143, 4.02537, -2.43844], [-2.95183, 1.97346, -0.56119], [-2.58129, 2.66202, 2.26832], [4.54930, -5.38048, -0.91874], [0.40475, 3.67749, 1.89624], [-0.06958, 3.28609, 3.58036], [-4.40898, 1.35921, 3.74087], [2.90771, -1.98612, 0.53964], [0.82376, -2.04254, -0.14750], [6.85667, -4.70648, 1.41369], [1.16284, 0.85630, -3.55779], [-0.53477, 1.05744, -4.03084], [-6.34238, -0.00151, 2.99318], [1.18999, 2.31759, 2.73873], [-3.89718, 1.59654, 0.35637], [2.33051, -3.95251, -0.61494], [-2.68090, 2.83709, 3.35055], [4.38389, -5.51201, 0.15845], [-0.87468, 4.16395, -3.11977], [2.40794, 0.70154, 0.69847], [-2.04120, -0.22713, 2.95486], [-1.28776, 3.50564, -2.34380], [3.68190, 0.21716, 1.00925], [4.94347, -1.55084, 1.11702], [4.45857, 0.92028, 1.30869], [2.37251, -6.20756, -0.16449], [3.27551, -6.52120, 0.36406], [-6.84915, -0.18790, 0.53242], [2.30012, 2.69935, -1.53578], [-2.23355, 3.36907, -4.86537], [-0.26261, -0.29399, 3.02614], [0.62489, 2.40315, -4.30950], [6.61513, -3.00452, 0.91570], [0.24530, 2.86221, 2.61606], [-4.20870, 2.13106, -5.71166], [0.34283, 1.58207, -3.63551], [-4.79649, 1.42512, -3.75812], [-1.48000, 4.06327, -1.41233], [-2.53668, 2.81160, -2.82465], [6.41361, -3.74601, 1.70205], [-0.82401, -0.13095, -1.61367], [-1.16457, 0.74404, 4.18495], [3.10319, -3.43869, 0.20030], [-1.91042, -0.40685, -0.14963], [-3.98943, 2.11061, -4.64840], [-3.31599, 2.07042, -1.87935], [3.05707, -6.65811, 1.42852], [1.65615, -1.44388, 0.21181], [4.91449, -3.90786, 1.95297], [-4.46213, 1.34913, -2.37564], [3.95841, -1.14311, 0.91822], [-5.04160, 0.82609, -0.07332], [-0.60216, 0.61911, -0.20597], [-6.03911, 0.00477, -1.79116], [-5.69897, 0.45554, 2.24781], [-4.60754, 1.23584, 2.67360]], "lowdin_charge": [0.047, 0.130, -0.051, 0.087, -0.245, 0.106, -0.069, 0.088, -0.013, 0.108, 0.006, -0.231, 0.792, -0.226, 0.111, 0.095, 0.098, 0.796, 0.134, 0.072, 0.073, -0.266, 0.136, 0.050, 0.073, 0.129, -0.057, 0.132, 0.078, 0.059, 0.055, 0.120, 0.041, -0.186, 0.060, 0.108, -0.197, 0.108, -0.122, 0.056, -0.262, 0.005, 0.113, 0.131, 0.068, -0.068, 0.131, 0.047, 0.130, 0.045, 0.072, 0.078, -0.243, 0.120, -0.227, 0.007, 0.101, -0.235, -0.073, -0.047, 0.073, -0.377, -0.001, -0.036, -0.172, 0.083, -0.016, -0.211, -0.123, 0.048, -0.129, 0.590, 0.144, -0.037, -0.015]}